C27H15ClF5I2N8O8TeV as an isolated structure in a non-equilibrium geometry. Source: the OMol25 dataset; level of theory: the ωB97M-V functional and the def2-TZVPD basis.

Element x y z (Å)
1 V 0.25 0.05 0.07
2 O -6.11 -2.59 -3.06
3 N -5.77 -1.63 -2.40
4 O -6.55 -0.83 -1.92
5 C -4.32 -1.41 -2.18
6 C -3.51 -2.19 -2.92
7 C -2.09 -2.02 -2.87
8 C -1.21 -2.73 -3.70
9 C 0.13 -2.44 -3.64
10 C 0.59 -1.49 -2.72
11 N -0.22 -0.84 -1.91
12 C -1.55 -1.09 -1.99
13 C -2.42 -0.33 -1.15
14 N -1.81 0.49 -0.28
15 C -2.53 1.33 0.46
16 C -3.92 1.31 0.40
17 C -4.57 0.42 -0.41
18 C -3.82 -0.43 -1.25
19 H -3.93 -2.92 -3.59
20 H -1.60 -3.48 -4.38
21 H 0.85 -2.96 -4.26
22 H 1.64 -1.29 -2.60
23 H -1.99 2.00 1.12
24 H -4.47 1.98 1.05
25 H -5.64 0.38 -0.41
26 I 3.05 1.44 -2.75
27 C 1.57 1.64 -4.27
28 I -0.24 2.61 -3.71
29 H 1.31 0.65 -4.61
30 H 2.00 2.21 -5.08
31 O 5.82 -2.12 1.65
32 C 5.66 -0.88 2.05
33 O 6.51 -0.28 2.68
34 C 4.36 -0.23 1.70
35 C 3.98 1.06 2.08
36 Cl 4.90 2.23 2.87
37 N 2.74 1.31 1.59
38 N 2.33 0.23 0.86
39 C 3.30 -0.69 0.92
40 C 3.16 -1.92 0.04
41 O 4.01 -2.83 0.16
42 O 2.25 -1.83 -0.82
43 C 1.89 2.45 1.71
44 C 1.23 2.86 0.44
45 C 0.27 3.99 0.64
46 C 0.33 4.78 1.73
47 C 1.23 4.51 2.81
48 C 1.95 3.35 2.79
49 H 5.02 -2.47 1.09
50 H 2.01 3.16 -0.29
51 H -0.42 4.18 -0.18
52 H -0.34 5.63 1.82
53 H 1.25 5.15 3.68
54 H 2.52 3.09 3.66
55 O -0.02 -1.65 0.61
56 N 0.20 -2.74 1.31
57 C -0.83 -3.48 1.41
58 C -0.71 -4.72 2.13
59 N -0.67 -5.71 2.70
60 C -2.08 -3.20 0.76
61 N -3.07 -2.96 0.23
62 F -1.81 -0.49 2.33
63 Te -0.19 0.48 2.94
64 F -1.04 0.11 4.56
65 F 1.11 1.16 4.17
66 F 0.69 -1.19 3.29
67 F -1.23 2.11 3.07
68 O 0.59 1.76 -0.20

The expectation value of S² is 0.80. Its spin multiplicity is 2. As for the largest force on an atom: 2.45 eV Å⁻¹. The value obtained for the energy is -131834.395 eV. The value obtained for the energy above the lowest of the compared OMol25 structures with the same formula, charge and spin is 514.7 kJ/mol. The calculation puts the HOMO-LUMO gap (alpha / beta) at 4.1 / 3.9 eV. The net charge is -1.